1.
Here is C57H42CsN11OSe2Si as an isolated structure at a distorted geometry from the Open Molecules 2025 dataset. Energies are from ωB97M-V/def2-TZVPD.

- Relative energy (zero: lowest compared OMol25 entry of this formula, charge and spin): 67.4 kJ/mol
- Highest occupied orbital energy (alpha / beta): -1.197 / -1.192 eV
- M: 1215.95 Da
- Orbital gap (alpha / beta): 3.808 / 3.803 eV

ORCA input file:
```
! RIJCOSX wB97M-V def2-TZVPD def2/J DEFGRID3
* xyz -2 1
Cs 14.6911 14.8428 15.3090
C 20.7663 10.8976 15.1343
C 20.2138 10.2921 16.3077
C 18.8366 10.4545 16.6209
C 18.1242 11.2283 15.7173
C 16.7009 11.5104 15.7614
N 16.3555 12.3300 14.7246
C 17.4707 12.4828 13.9112
N 17.5420 13.0415 12.7153
C 16.5932 13.6100 12.0204
C 16.5940 13.4108 10.5379
C 17.5211 12.8279 9.7278
C 17.0871 12.4228 8.4838
C 15.7349 12.6295 8.0722
C 14.8218 13.3138 8.8506
C 15.2718 13.7258 10.1258
C 14.5352 14.0889 11.3251
N 13.1994 14.1178 11.2989
C 12.4795 13.8764 12.3673
N 12.8324 13.2655 13.5199
C 11.6871 12.9790 14.1736
N 11.5954 12.2767 15.3005
C 12.5219 11.7727 16.0546
N 13.8462 12.1975 16.0642
C 14.6050 11.2739 16.6811
N 15.9451 11.0290 16.7226
C 13.6950 10.3004 17.3944
C 13.8363 9.2763 18.3345
C 12.6941 8.5848 18.7704
C 11.4635 9.0337 18.4586
C 11.2251 9.9889 17.4616
C 12.3659 10.5941 16.9431
C 10.5422 13.4919 13.5020
C 9.1935 13.4743 13.7662
C 8.3104 13.8515 12.7500
C 8.8169 14.2886 11.5168
C 10.2001 14.4529 11.2852
C 11.0243 14.0339 12.2958
N 15.4040 14.2254 12.3550
C 18.6547 11.8397 14.5451
C 19.9966 11.5920 14.2094
H 21.7987 10.7313 14.9345
H 20.8931 9.8559 17.0434
H 18.3558 10.0434 17.5315
H 18.5413 12.7091 10.0795
H 17.7636 11.8781 7.8078
H 15.4732 12.1637 7.1560
H 13.7811 13.4065 8.6175
H 14.8650 9.0547 18.6766
H 12.8686 7.7894 19.4795
H 10.5576 8.6182 18.9697
H 10.2930 10.3923 17.1219
H 8.8310 13.0033 14.6716
H 7.2024 13.7881 12.8889
H 8.1104 14.6919 10.8153
H 10.4992 14.7958 10.3292
H 20.4825 11.8844 13.3019
Se 15.8949 17.2011 21.2900
Se 14.8726 15.0221 21.7084
C 16.7059 14.2137 21.7455
C 17.8528 14.6687 22.4088
C 19.0690 13.9883 22.1470
C 19.0947 12.9253 21.2130
C 17.8693 12.5491 20.6395
N 16.7139 13.1814 20.9055
C 15.6492 17.8072 19.4587
C 16.5846 17.6379 18.4389
C 16.0754 17.9608 17.1102
C 14.7576 18.4290 16.9596
C 13.9635 18.5456 18.0942
N 14.4460 18.3866 19.3573
H 17.7566 15.6087 22.9638
H 20.0271 14.2367 22.6513
H 19.9956 12.3602 21.0184
H 17.8266 11.6253 20.0652
H 17.6078 17.4225 18.6068
H 16.6096 17.7005 16.2005
H 14.4191 18.7621 16.0095
H 12.9310 18.8961 18.0760
C 20.2884 15.1689 13.4014
Si 19.9251 16.6215 14.4841
C 21.6258 17.1834 15.1428
C 18.8236 15.8567 15.7854
N 18.8688 17.8333 13.8876
C 18.9920 18.9811 13.3532
C 20.2748 19.5407 12.8304
C 20.4427 20.8616 12.5039
C 19.3805 21.7874 12.5714
C 18.1425 21.3551 13.0303
C 17.9281 19.9498 13.2683
O 16.6668 19.5840 13.6432
C 15.5721 19.9043 12.9082
C 14.3998 20.3427 13.5828
C 13.2415 20.6389 12.8771
C 13.1861 20.3456 11.5147
C 14.3375 19.8889 10.8352
C 15.5418 19.7511 11.5236
H 21.2946 14.7479 13.6357
H 20.3406 15.3259 12.3070
H 19.5425 14.3058 13.6044
H 22.5712 16.6249 14.9143
H 21.5361 17.2151 16.2663
H 21.8079 18.2504 14.8336
H 19.2097 15.0080 16.3340
H 17.8261 15.6031 15.4134
H 18.4830 16.6778 16.4789
H 21.0672 18.8354 12.6879
H 21.4354 21.1791 12.1255
H 19.5354 22.8462 12.3493
H 17.2701 21.9881 13.1948
H 14.4267 20.5562 14.6442
H 12.3678 21.1283 13.3927
H 12.2983 20.4946 10.9398
H 14.3251 19.7044 9.7636
H 16.4796 19.4204 11.0322
*
```

2.
Here is C57H42I4IrN6OS as an isolated structure at a distorted geometry from the Open Molecules 2025 dataset. Energies are from ωB97M-V/def2-TZVPD.

- Highest occupied orbital energy (alpha / beta): -8.669 / -10.029 eV
- M: 1558.90 Da
- Orbital gap (alpha / beta): 5.449 / 4.933 eV

ORCA input file:
```
! RIJCOSX wB97M-V def2-TZVPD def2/J DEFGRID3
* xyz 1 5
Ir -0.5761 -0.1357 0.2795
I 4.3987 -8.3779 -0.3585
C 3.4675 -6.5810 -0.3533
C 3.6086 -5.6640 -1.3422
C 2.9329 -4.4763 -1.1974
C 2.1019 -4.2518 -0.1008
C 2.0148 -5.2069 0.9175
C 2.7203 -6.3977 0.8208
C 1.3156 -2.9271 -0.0060
C 0.4328 -2.6220 -1.0868
C 0.0810 -3.5701 -2.2968
C -0.7787 -2.7886 -3.0164
C -0.8912 -1.5596 -2.4449
C -1.8455 -0.4418 -2.8843
C -1.8128 0.0720 -4.3756
C -1.2868 -0.7139 -5.3737
C -1.0946 -0.1690 -6.6433
C -1.4037 1.1894 -6.8833
I -1.0062 2.2820 -8.5991
C -1.9947 1.9272 -5.8130
C -2.1148 1.3970 -4.5536
C -2.6334 0.2956 -2.0507
N -2.2282 0.5146 -0.6533
C -3.1339 1.3996 -0.1120
C -3.1915 1.9431 1.1363
C -4.4814 2.4983 1.7180
C -4.7177 3.8526 2.0373
C -5.9691 4.2285 2.5964
C -6.9825 3.2769 2.7469
I -8.9235 3.8092 3.3845
C -6.7105 1.9214 2.5454
C -5.4615 1.5857 2.0142
C -2.0480 1.8517 2.0612
C -2.0037 2.4691 3.3561
C -0.6523 2.2517 3.8196
C -0.0984 1.5162 2.7237
N -0.8699 1.2163 1.6999
C 1.3910 1.0036 2.8598
C 1.7953 -0.1010 2.1429
C 2.9393 -0.9902 2.5932
C 2.8989 -2.1196 1.8277
C 1.7434 -2.0068 0.9002
N 1.1305 -0.8050 1.1354
C 2.2457 1.6696 3.8200
C 2.9531 2.7888 3.4050
C 3.8873 3.4731 4.2906
C 4.1199 2.9537 5.5190
I 5.3392 4.1156 6.7844
C 3.5298 1.7406 5.9265
C 2.5538 1.1427 5.0780
C -4.3029 1.6084 -1.1534
C -3.8742 0.9025 -2.1912
N -0.1610 -1.4195 -1.2610
H 4.2341 -5.9211 -2.1754
H 2.9217 -3.6483 -1.9142
H 1.3317 -5.0093 1.7602
H 2.5757 -7.1662 1.5323
H 0.5617 -4.5539 -2.2728
H -1.3649 -2.9136 -3.9314
H -1.0094 -1.7031 -5.3051
H -0.6857 -0.8807 -7.3174
H -2.0675 3.0895 -5.7848
H -2.3046 2.0427 -3.6916
H -4.1405 4.7080 1.8468
H -6.1963 5.2547 2.8306
H -7.4495 1.1713 2.6347
H -5.2556 0.5325 1.8506
H -2.8080 2.9764 3.9290
H -0.2220 2.7031 4.7410
H 3.6468 -0.7014 3.3548
H 3.5260 -3.0137 1.8976
H 2.8287 3.2781 2.4566
H 4.2584 4.4734 4.0092
H 3.7954 1.2278 6.8468
H 2.0644 0.2959 5.5191
H -5.1991 2.1092 -0.7588
H -4.3807 0.6905 -3.1461
C 2.4873 -1.3270 -5.7211
C 2.4158 -0.3699 -4.5218
C 3.0424 -0.7324 -3.2883
C 3.1184 0.1530 -2.2478
C 3.9059 -0.2579 -0.9902
C 2.4821 1.4252 -2.3888
C 2.3192 2.3413 -1.2459
O 2.3574 2.0260 -0.0653
C 1.9190 1.7954 -3.5841
C 1.3486 3.1414 -3.8617
C 1.8941 0.9083 -4.6511
H 2.0608 -0.8541 -6.6472
H 1.8988 -2.1593 -5.4067
H 3.5112 -1.6080 -6.0194
H 3.4942 -1.6952 -3.2680
H 4.3628 -1.2775 -1.0944
H 3.2065 -0.3360 -0.1913
H 4.7359 0.4389 -0.8028
H 1.9819 3.3319 -1.4805
H 0.4348 3.3424 -3.3090
H 1.1425 3.2161 -4.9315
H 2.0032 4.0004 -3.5590
H 1.4541 1.2140 -5.5716
S -2.0554 -1.9429 1.2784
C -1.9511 -1.5182 2.9395
N -2.9910 -1.4766 3.7354
C -2.5856 -0.9912 5.0911
C -1.0819 -1.3183 5.0780
N -0.8616 -1.2750 3.6582
H -3.9261 -1.3830 3.4249
H -3.1450 -1.5248 5.8612
H -2.8049 0.0915 5.1455
H -0.7074 -2.2722 5.4569
H -0.5689 -0.4708 5.5150
H 0.0885 -1.2482 3.3625
*
```

3.
Here is C57H43N4NaO6PSSb as an isolated structure at a distorted geometry from the Open Molecules 2025 dataset. Energies are from ωB97M-V/def2-TZVPD.

- Relative energy (zero: lowest compared OMol25 entry of this formula, charge and spin): 74.6 kJ/mol
- Highest occupied orbital energy: -1.384 eV
- M: 1087.78 Da
- Orbital gap: 5.050 eV

ORCA input file:
```
! RIJCOSX wB97M-V def2-TZVPD def2/J DEFGRID3
* xyz -2 1
Na 0.1532 1.3654 0.3894
C 2.7719 1.9300 4.3825
C 1.7001 2.1594 3.5035
N 0.9960 1.1883 2.9739
C 1.2842 -0.0919 3.2763
C 2.3416 -0.4318 4.1699
C 3.0880 0.6393 4.7090
C 2.5918 -1.7789 4.5028
C 1.7789 -2.7532 3.9694
C 0.7350 -2.4481 3.1005
C 0.4593 -1.1325 2.6854
N -0.4351 -0.7917 1.7507
C -1.4649 -1.5540 1.3566
C -2.2120 -2.3824 2.2124
C -3.2910 -3.1376 1.7625
C -3.6756 -3.1292 0.4410
C -2.9998 -2.2870 -0.4618
C -3.3704 -2.1815 -1.8238
C -2.7393 -1.2842 -2.6380
C -1.7172 -0.4866 -2.0881
N -1.3111 -0.5904 -0.8476
C -1.9186 -1.4724 -0.0194
H 3.3261 2.7647 4.7945
H 1.4009 3.1679 3.2280
H 3.9027 0.4195 5.3919
H 3.4030 -2.0278 5.1783
H 1.9582 -3.7928 4.2297
H 0.1371 -3.2470 2.6868
H -1.9342 -2.4069 3.2593
H -3.8405 -3.7476 2.4728
H -4.5099 -3.7285 0.0935
H -4.1845 -2.7959 -2.1954
H -3.0083 -1.1740 -3.6817
H -1.2198 0.2599 -2.6966
O 0.4275 5.5718 -0.3495
C 0.8538 4.9825 0.7498
O 0.2954 4.9841 1.8227
C 2.1687 4.2702 0.5282
C 3.3634 4.9598 0.3620
C 4.5228 4.2260 0.1681
C 4.4457 2.8460 0.1092
C 3.2009 2.2484 0.2470
N 2.0904 2.9445 0.4747
C 2.9927 0.7809 -0.0645
O 3.9648 0.1225 -0.5196
O 1.8191 0.3478 0.0270
H -0.6032 5.4879 -0.4154
H 3.3731 6.0419 0.3798
H 5.4727 4.7304 0.0340
H 5.3097 2.2252 -0.0797
O -1.9730 4.8151 -0.9619
C -1.9234 3.6009 -0.6417
O -0.9105 2.9548 -0.2832
C -3.2010 2.7594 -0.5909
P -2.7151 1.5617 0.7385
C -4.3973 0.8761 1.1309
C -5.2399 0.4998 0.0812
C -6.4656 -0.1021 0.3170
C -6.8758 -0.3614 1.6165
C -6.0416 -0.0197 2.6710
C -4.8192 0.5900 2.4314
C -2.5959 2.6776 2.1910
C -1.9538 2.1322 3.3016
C -1.8086 2.8665 4.4692
C -2.3019 4.1609 4.5371
C -2.9383 4.7131 3.4354
C -3.0893 3.9771 2.2696
H -3.2900 2.2120 -1.5324
H -4.1163 3.3245 -0.4231
H -4.9222 0.6759 -0.9401
H -7.1005 -0.3793 -0.5180
H -7.8345 -0.8313 1.8054
H -6.3468 -0.2354 3.6892
H -4.1790 0.8543 3.2634
H -1.5428 1.1333 3.2208
H -1.2901 2.4319 5.3164
H -2.1776 4.7458 5.4417
H -3.3108 5.7304 3.4788
H -3.5698 4.4372 1.4155
S 2.6183 1.5388 -3.0633
Sb 2.2324 -0.6398 -2.5220
C 3.9089 -1.6969 -3.4067
C 3.8872 -2.0995 -4.7393
C 4.9711 -2.7632 -5.2997
C 6.0958 -3.0295 -4.5325
C 6.1384 -2.6065 -3.2116
C 5.0570 -1.9368 -2.6555
C 0.8527 -1.0968 -4.1447
C 0.5993 -2.3994 -4.5666
C -0.2254 -2.6498 -5.6566
C -0.8093 -1.5947 -6.3417
C -0.5557 -0.2909 -5.9356
C 0.2721 -0.0473 -4.8482
C 1.7276 -2.3012 -1.2325
C 0.5777 -3.0438 -1.4472
C 0.3681 -4.2161 -0.7304
C 1.3178 -4.6557 0.1766
C 2.4625 -3.9010 0.3970
C 2.6601 -2.7172 -0.2940
H 3.0217 -1.8855 -5.3516
H 4.9360 -3.0696 -6.3394
H 6.9402 -3.5529 -4.9668
H 7.0210 -2.7987 -2.6119
H 5.1035 -1.5716 -1.6367
H 1.0611 -3.2334 -4.0491
H -0.4092 -3.6717 -5.9693
H -1.4553 -1.7855 -7.1914
H -1.0019 0.5391 -6.4715
H 0.4927 0.9701 -4.5433
H -0.1596 -2.7278 -2.1721
H -0.5467 -4.7786 -0.8793
H 1.1517 -5.5697 0.7355
H 3.1931 -4.2236 1.1285
H 3.5316 -2.1047 -0.0986
*
```

4.
Here is C57H44CeF2N5O2S as an isolated structure at a distorted geometry from the Open Molecules 2025 dataset. Energies are from ωB97M-V/def2-TZVPD.

- Relative energy (zero: lowest compared OMol25 entry of this formula, charge and spin): 28.6 kJ/mol
- Highest occupied orbital energy (alpha / beta): -2.075 / -2.427 eV
- M: 1041.19 Da
- Orbital gap (alpha / beta): 6.349 / 6.701 eV

ORCA input file:
```
! RIJCOSX wB97M-V def2-TZVPD def2/J DEFGRID3
* xyz -2 2
Ce 0.0613 0.0433 0.8610
O 0.9401 -1.6003 -0.5194
C 0.7549 -2.6400 -1.3431
C 0.5462 -2.1222 -2.8302
C -0.6978 -1.3268 -3.0164
C -1.7821 -1.8661 -3.7133
C -2.8655 -1.0587 -4.0013
C -2.8353 0.2641 -3.5954
C -1.7349 0.7274 -2.8728
C -1.6213 2.1568 -2.4710
C -1.8476 2.3908 -0.9138
O -0.8610 1.8175 -0.2103
C -1.7941 3.9186 -0.6424
C -0.7764 4.6992 -1.1857
C -0.6606 6.0434 -0.8794
C -1.5356 6.6402 0.0109
C -2.5203 5.8682 0.5994
C -2.6511 4.5311 0.2693
C -3.2550 1.9135 -0.5040
C -4.3812 1.9746 -1.3121
C -5.6134 1.5467 -0.8450
C -5.7590 1.1126 0.4597
C -4.6565 1.1108 1.2969
C -3.4179 1.4836 0.8109
N -0.6972 -0.0631 -2.5899
C 2.0011 -3.5720 -1.3116
C 2.2796 -4.2548 -0.1290
C 3.3932 -5.0611 -0.0057
C 4.2722 -5.2085 -1.0654
C 4.0139 -4.5335 -2.2449
C 2.8958 -3.7237 -2.3642
C -0.4057 -3.5718 -0.9255
C -1.0376 -4.4684 -1.7772
C -2.0349 -5.3110 -1.3138
C -2.3879 -5.3078 0.0242
C -1.7326 -4.4538 0.8923
C -0.7665 -3.5867 0.4193
H 0.5522 -2.9558 -3.5346
H 1.4034 -1.4698 -3.0062
H -1.7596 -2.8889 -4.0592
H -3.7040 -1.4413 -4.5690
H -3.6361 0.9320 -3.8728
H -2.2976 2.7852 -3.0540
H -0.5906 2.4645 -2.6454
H -0.0500 4.2545 -1.8479
H 0.1192 6.6348 -1.3443
H -1.4413 7.6909 0.2565
H -3.1961 6.3108 1.3200
H -3.4294 3.9553 0.7466
H -4.3185 2.3677 -2.3160
H -6.4714 1.5622 -1.5048
H -6.7242 0.7808 0.8229
H -4.7580 0.8055 2.3297
H -2.5415 1.4723 1.4483
H 1.6165 -4.1385 0.7127
H 3.5809 -5.5710 0.9302
H 5.1517 -5.8344 -0.9682
H 4.6904 -4.6348 -3.0842
H 2.7476 -3.2062 -3.2996
H -0.7543 -4.5345 -2.8176
H -2.5338 -5.9813 -2.0036
H -3.1603 -5.9750 0.3873
H -1.9779 -4.4569 1.9459
H -0.2576 -2.9080 1.0969
F -4.8530 -2.2518 -1.3563
C -4.2198 -2.0301 -0.1637
C -2.9770 -1.4417 -0.1358
C -2.2750 -1.1971 1.0626
C -2.9495 -1.6049 2.2578
C -4.2213 -2.1745 2.1828
F -4.9470 -2.5296 3.3006
C -4.8762 -2.4082 0.9916
C -2.2413 -1.3900 3.5343
C -2.6966 -1.8380 4.7846
C -1.9544 -1.5697 5.9185
C -0.7649 -0.8702 5.8024
C -0.3756 -0.4728 4.5318
N -1.0834 -0.7182 3.4448
H -2.5350 -1.1655 -1.0839
H -5.8584 -2.8530 0.9757
H -3.6121 -2.3942 4.8951
H -2.3055 -1.9080 6.8876
H -0.1595 -0.6358 6.6665
H 0.5459 0.0754 4.3740
C 3.5761 1.2168 0.3528
N 2.2660 1.4809 0.9078
C 2.0981 2.5925 1.5359
C 0.9229 2.9345 2.2447
C 0.5909 4.1905 2.7880
C -0.6229 4.0248 3.4314
C -0.9597 2.6773 3.2649
N -0.0498 2.0141 2.5500
C 3.6348 1.4098 -1.1429
C 4.7516 1.9830 -1.7413
C 4.7999 2.1801 -3.1110
C 3.7243 1.8101 -3.9010
C 2.6151 1.2205 -3.3110
C 2.5666 1.0149 -1.9430
H 3.8159 0.1661 0.5746
H 4.3472 1.8597 0.8232
H 2.9157 3.3380 1.5819
H 1.1574 5.1020 2.6796
H -1.2011 4.7700 3.9553
H -1.8294 2.1812 3.6750
H 5.5986 2.2746 -1.1319
H 5.6776 2.6277 -3.5619
H 3.7564 1.9770 -4.9717
H 1.7746 0.9181 -3.9210
H 1.7021 0.5365 -1.4806
S 3.7764 -2.7215 3.1881
C 2.5744 -1.8288 2.6213
N 1.6931 -1.1562 2.2471
*
```